Record 1
{
  "formula": "C19H40BBrClN3O5S",
  "method": "wB97M-V/def2-TZVPD",
  "species": ["C", "C", "C", "Br", "B", "C", "C", "C", "C", "S", "O", "O", "Cl", "C", "C", "N", "C", "C", "C", "C", "O", "O", "C", "N", "H", "H", "H", "H", "H", "H", "H", "H", "H", "H", "H", "H", "H", "H", "H", "H", "H", "H", "H", "H", "H", "H", "H", "H", "H", "H", "C", "N", "C", "C", "C", "C", "O", "H", "H", "H", "H", "H", "H", "H", "H", "H", "H", "H", "H", "H", "H"],
  "xyz": [[-1.8041, 0.5385, -5.6361], [-0.6282, -0.0063, -4.6310], [-0.7542, 0.5150, -3.0766], [0.1174, 2.3436, -2.9419], [-0.1170, -0.5915, -2.0262], [1.4956, -0.7164, -2.3222], [2.0155, -2.2190, -2.7289], [2.5364, -3.1212, -1.4314], [1.4587, -4.2503, -0.9326], [1.3964, -5.7962, -2.0257], [0.0567, -5.7257, -2.7983], [2.6528, -5.9877, -2.9087], [1.2389, -7.4445, -0.6893], [-0.3771, -0.0083, -0.4750], [0.1127, -1.0418, 0.6995], [-0.9454, -2.0051, 1.1909], [-0.2705, -2.7342, 2.3714], [-1.1083, -4.0431, 2.8953], [-2.1184, -1.2832, 1.8523], [-3.6313, -1.9582, 1.6840], [-2.0376, -0.1422, 2.5415], [-0.7614, -1.9182, -2.0683], [-2.2151, -1.8468, -1.8596], [-3.5125, -1.6377, -1.9451], [-1.6716, 0.0211, -6.7021], [-2.9000, 0.2986, -5.2944], [-1.6987, 1.7148, -5.7732], [0.4426, 0.3069, -5.0551], [-0.6313, -1.1797, -4.5976], [-1.9144, 0.7240, -2.8967], [2.0869, -0.3984, -1.3558], [1.8865, 0.0099, -3.1854], [1.2713, -2.8176, -3.4325], [2.9942, -2.0572, -3.3934], [3.5034, -3.7027, -1.7784], [2.8823, -2.3659, -0.6023], [0.3728, -3.8581, -0.7431], [1.8517, -4.6379, 0.1263], [0.2864, 0.9760, -0.3458], [-1.4977, 0.3699, -0.3268], [1.0823, -1.6419, 0.4332], [0.4012, -0.3631, 1.6382], [-0.0483, -1.9925, 3.2708], [0.8024, -3.1157, 2.0179], [-0.5604, -4.4401, 3.8787], [-1.0285, -4.9065, 2.0824], [-2.2103, -3.8121, 3.2143], [-4.4737, -1.1643, 1.5040], [-3.5673, -2.7845, 0.8314], [-3.9015, -2.5397, 2.6828], [-0.2823, 4.7939, 1.1784], [0.9174, 4.9257, 2.1166], [1.4295, 6.3624, 2.0342], [2.0194, 3.9855, 1.6616], [0.5076, 4.6523, 3.5900], [0.0044, 3.2244, 3.8692], [-1.1579, 2.9262, 3.1065], [-0.0143, 5.2477, 0.2170], [-0.5000, 3.7368, 1.0130], [-1.1326, 5.3207, 1.6188], [1.7298, 6.5677, 1.0026], [2.2876, 6.4635, 2.7051], [0.6216, 7.0355, 2.3377], [1.6350, 2.9627, 1.6479], [2.8588, 4.0733, 2.3574], [2.3270, 4.2763, 0.6518], [-0.2746, 5.3809, 3.8268], [1.3896, 4.8613, 4.2055], [-0.2610, 3.1435, 4.9293], [0.7722, 2.4775, 3.6566], [-1.4375, 2.0192, 3.3385]],
  "forces_ev_per_angstrom": [[0.4, 0.1, -0.6], [0.3, 0.2, -0.1], [-2.4, -0.8, -2.2], [-0.4, -0.6, 0.0], [0.7, 2.8, 1.4], [1.9, -0.8, -0.5], [1.4, 0.1, -0.6], [0.2, -0.3, -1.8], [1.0, 0.7, 2.7], [-1.1, 0.8, -5.7], [4.6, -0.4, 3.1], [-4.1, 0.6, 3.8], [0.2, 1.0, -0.5], [0.4, 1.0, 1.0], [0.2, 2.2, 0.8], [0.0, 1.0, 2.3], [0.5, -1.1, 0.7], [1.0, -0.3, 0.4], [-1.2, 4.1, 2.1], [1.0, -1.1, 0.1], [0.1, -6.1, -3.8], [-6.4, -1.2, 0.4], [-5.4, 1.9, -2.2], [11.4, -2.1, 1.1], [-0.2, 1.2, 2.2], [2.2, 0.4, -0.3], [-0.3, -2.5, 0.3], [-2.4, -0.6, 0.8], [-0.1, 2.2, 0.0], [2.5, -0.2, -0.3], [-0.8, -0.6, -1.8], [-1.0, -1.5, 1.9], [1.4, 1.2, 1.7], [-2.0, -0.5, 1.4], [-2.0, 1.1, 0.8], [-1.0, -1.7, -1.2], [1.9, -0.9, -0.9], [-0.8, 0.5, -2.3], [-1.3, -1.9, -0.1], [2.2, -1.0, 0.0], [-2.1, 1.0, 0.2], [-0.3, -1.3, -1.7], [-0.6, -1.3, -1.8], [-2.4, 0.8, 0.5], [-1.1, 0.8, -2.1], [-0.5, 1.9, 1.7], [2.1, -0.4, -0.9], [2.0, -1.4, 0.2], [-0.3, 2.1, 1.7], [0.7, 1.4, -1.9], [0.4, 0.0, -0.2], [-0.1, 0.2, 0.1], [-0.2, -0.7, 0.2], [-0.4, 0.2, 0.2], [-0.2, -0.4, -0.6], [-0.4, -0.1, -0.3], [0.2, 0.0, 0.3], [0.0, 0.0, 0.3], [-0.1, 0.3, 0.2], [0.2, -0.2, 0.0], [-0.1, -0.1, 0.2], [-0.2, 0.0, -0.1], [0.2, -0.2, -0.1], [0.0, 0.2, 0.0], [-0.2, 0.0, -0.1], [-0.1, -0.1, 0.2], [0.1, -0.1, -0.1], [-0.1, -0.1, -0.2], [0.4, 0.3, 0.1], [0.2, 0.1, 0.1], [0.0, 0.2, -0.4]],
  "energy_ha": -4745.28225,
  "orbital_gap_ev": 7.0,
  "spin_multiplicity": 1,
  "total_charge": 0,
  "homo_ev": -7.76,
  "fmax_ev_per_a": 11.66
}



Record 2
{
  "formula": "C19H40Ca2F10LiN2O17P2S3",
  "method": "wB97M-V/def2-TZVPD",
  "species": ["C", "C", "O", "P", "O", "C", "C", "C", "N", "S", "O", "O", "F", "O", "C", "C", "H", "H", "H", "H", "H", "H", "H", "H", "H", "H", "H", "H", "H", "H", "H", "H", "H", "C", "C", "C", "O", "C", "O", "O", "H", "H", "H", "H", "H", "H", "Li", "F", "C", "F", "F", "F", "S", "O", "O", "N", "S", "O", "O", "C", "F", "F", "F", "Ca", "F", "Ca", "F", "C", "C", "C", "O", "H", "H", "H", "H", "H", "H", "H", "H", "C", "O", "P", "O", "O", "C", "O", "C", "H", "H", "H", "H", "H", "H", "H", "H", "H"],
  "xyz": [[-0.6900, 0.1917, -1.0878], [-1.8140, -0.8157, -1.1631], [-1.8085, -1.8863, -0.2236], [-0.5721, -2.9863, -0.5101], [-1.1974, -4.3185, -0.3586], [0.0547, -2.8310, -2.2031], [1.5457, -3.1948, -2.2199], [2.1043, -3.0257, -3.6422], [3.3996, -2.2999, -3.6510], [3.2067, -0.6979, -3.3851], [1.8423, -0.3667, -3.0607], [3.7794, 0.0714, -4.4387], [4.0454, -0.5118, -2.0886], [0.6478, -2.8149, 0.4412], [0.5934, -2.0336, 1.6636], [2.0228, -1.5678, 1.9726], [-0.0586, 0.2657, -1.9755], [-0.0056, 0.0022, -0.2667], [-1.2931, 1.0624, -0.9492], [-1.8948, -1.2319, -2.1990], [-2.7325, -0.1965, -0.9971], [-0.5160, -3.5421, -2.8004], [-0.0003, -1.8229, -2.6050], [2.1036, -2.5192, -1.5761], [1.7237, -4.2029, -1.8605], [1.3730, -2.5706, -4.3127], [2.3215, -4.0215, -4.0249], [3.7553, -2.3369, -4.6060], [0.2698, -2.6569, 2.4921], [-0.0283, -1.1606, 1.5757], [2.4935, -2.1743, 2.7382], [2.0084, -0.5089, 2.2376], [2.5827, -1.6203, 1.0382], [7.4675, -4.1418, 0.3951], [6.8687, -4.4413, -0.9499], [6.5497, -3.2176, -1.7830], [5.4665, -3.6758, -2.5730], [4.8303, -4.6346, -1.8728], [3.7629, -5.0847, -2.1208], [5.5735, -5.0141, -0.7793], [7.5908, -5.0862, 0.9694], [8.4568, -3.6468, 0.3001], [6.7742, -3.4728, 0.9880], [7.5203, -5.1522, -1.4796], [7.3845, -2.9080, -2.4070], [6.2029, -2.3568, -1.1860], [-1.4838, 2.5208, -1.9169], [9.2459, -5.7322, -0.8349], [-1.5093, 0.9560, 3.6617], [-0.8016, 0.0505, 2.9497], [-2.7814, 0.5693, 3.6330], [-1.0958, 0.8802, 4.9206], [-1.2829, 2.6397, 2.9535], [-1.7905, 2.5288, 1.6071], [0.1286, 2.9026, 3.0713], [-2.2072, 3.3623, 3.9823], [-2.3987, 4.9390, 3.8603], [-3.1489, 5.3759, 2.7197], [-1.2452, 5.7162, 4.2082], [-3.5434, 5.1173, 5.2887], [-2.9684, 4.7018, 6.4245], [-4.6545, 4.3994, 5.1205], [-3.9054, 6.3847, 5.4504], [-4.0947, -1.9259, -1.6955], [5.6166, -5.5502, -4.2197], [8.1549, -3.9148, 2.5411], [-3.5099, 1.6397, -0.6616], [-2.0581, 6.4032, 10.4256], [-1.7610, 4.9112, 10.4516], [-0.5219, 4.5835, 9.6304], [-2.8803, 4.1825, 9.9536], [-2.2509, 6.7350, 9.4019], [-2.9498, 6.6242, 11.0126], [-1.2245, 6.9821, 10.8263], [-1.6158, 4.5841, 11.4823], [-0.6718, 4.8644, 8.5846], [-0.3229, 3.5115, 9.6536], [0.3559, 5.1103, 10.0087], [-3.0237, 4.4593, 9.0421], [-5.8080, -0.7371, -8.3671], [-5.7769, 0.5473, -7.6979], [-4.5913, 0.8983, -6.6833], [-5.0287, 2.0867, -5.9457], [-3.4463, 1.1095, -7.7661], [-3.4647, 2.3198, -8.5489], [-3.5289, 0.1205, -5.6989], [-3.9374, -0.0518, -4.3655], [-6.6355, -0.7129, -9.0683], [-4.8799, -0.9097, -8.9131], [-5.9753, -1.5413, -7.6520], [-4.0696, 3.0918, -8.0768], [-3.8549, 2.1034, -9.5417], [-2.4380, 2.6628, -8.6365], [-5.0019, -0.3151, -4.2978], [-3.7459, 0.8538, -3.7843], [-3.3275, -0.8825, -3.9480]],
  "forces_ev_per_angstrom": [[0.2, -0.2, -0.7], [-0.8, 0.2, -0.4], [0.3, 0.2, -0.8], [-0.5, -3.4, -0.4], [-0.6, 0.7, -0.1], [0.4, 0.7, 0.6], [0.1, 0.2, -0.4], [0.0, -1.1, 0.4], [-1.2, 0.9, -0.6], [-1.0, 0.6, -1.8], [0.4, -0.3, 0.8], [0.6, -0.3, 0.8], [0.0, 0.1, 0.1], [-0.6, 1.4, 0.2], [1.5, 0.1, 0.9], [-0.4, 0.4, -0.7], [-0.1, -0.3, -0.1], [-0.3, 0.3, 0.3], [0.2, 0.8, 1.1], [0.3, -0.1, 0.0], [0.0, 0.3, 0.5], [-0.1, 0.0, 0.0], [-0.1, 0.0, -0.2], [-0.2, 0.0, 0.2], [0.0, 0.0, 0.0], [0.0, 0.2, 0.0], [0.3, 0.1, -0.1], [0.7, -0.3, 0.2], [-0.5, -0.1, -0.2], [-0.4, -0.2, -0.4], [0.1, 0.0, 0.0], [0.1, -0.2, 0.4], [0.2, -0.1, 0.1], [-0.3, 0.0, 0.0], [-0.2, -0.2, -0.6], [0.2, 0.2, -0.2], [0.1, 0.2, 1.0], [0.0, -0.5, -1.0], [-0.2, 0.2, 0.4], [0.0, 0.2, 0.1], [0.0, -0.5, -1.0], [0.0, -0.4, -0.4], [-0.3, 0.1, -0.5], [0.2, 0.1, 0.3], [-0.1, -0.1, -0.2], [0.1, -0.1, 0.1], [-1.0, 0.4, 0.8], [-0.2, 0.7, 1.2], [-0.3, 0.2, 0.5], [0.1, 0.1, -0.1], [-0.2, -0.1, -0.2], [0.2, 0.0, 0.0], [0.3, -0.1, 0.1], [0.0, -0.1, -0.2], [-0.1, -0.1, 0.0], [0.2, 0.3, -0.5], [-0.1, 0.8, 0.2], [-0.1, -0.3, -0.1], [0.1, -0.3, 0.1], [-0.4, -0.3, 0.4], [0.2, 0.0, 0.1], [0.0, -0.1, -0.2], [0.2, 0.2, -0.2], [1.0, 0.6, 1.0], [0.0, 0.0, 0.1], [1.0, -0.1, 0.8], [1.0, -1.1, -1.7], [-0.1, 0.0, 0.1], [0.1, 0.3, -0.5], [0.1, -0.2, 0.1], [0.0, -0.1, 0.2], [0.1, 0.0, 0.0], [0.0, 0.0, 0.0], [0.0, 0.0, 0.0], [-0.1, -0.1, 0.0], [0.0, 0.1, 0.0], [0.0, 0.0, 0.0], [0.0, 0.0, 0.0], [0.0, 0.0, -0.1], [0.1, 0.0, -0.3], [-0.1, -2.2, 1.4], [1.8, 4.2, -1.7], [-0.4, -0.4, 0.6], [0.3, -0.1, 0.3], [-0.1, 0.0, -0.3], [-1.4, -1.8, -0.3], [-0.2, 0.0, 0.1], [0.0, 0.1, 0.0], [0.0, 0.1, 0.0], [0.0, 0.0, 0.0], [0.0, 0.0, 0.1], [0.0, 0.0, 0.0], [0.0, 0.0, 0.0], [0.0, 0.2, 0.2], [-0.2, 0.0, 0.1], [0.1, 0.0, -0.1]],
  "energy_ha": -6374.68040,
  "orbital_gap_ev": 1.5,
  "spin_multiplicity": 1,
  "total_charge": 1,
  "homo_ev": -8.21,
  "fmax_ev_per_a": 4.90
}



Record 3
{
  "formula": "C19H40Cl17N2",
  "method": "wB97M-V/def2-TZVPD",
  "species": ["C", "C", "C", "Cl", "N", "N", "H", "H", "H", "H", "H", "H", "H", "H", "Cl", "C", "C", "Cl", "H", "H", "H", "H", "Cl", "C", "C", "Cl", "H", "H", "H", "H", "Cl", "C", "C", "Cl", "H", "H", "H", "H", "Cl", "C", "C", "Cl", "H", "H", "H", "H", "Cl", "C", "C", "Cl", "H", "H", "H", "H", "Cl", "C", "C", "Cl", "H", "H", "H", "H", "Cl", "C", "C", "Cl", "H", "H", "H", "H", "Cl", "C", "C", "Cl", "H", "H", "H", "H"],
  "xyz": [[0.2383, -2.9588, -1.1531], [1.7774, -2.9280, -1.1350], [2.3627, -1.4664, -1.1803], [3.9378, -1.6185, 0.0743], [1.5253, -0.4352, -0.9758], [1.3257, -0.1529, 0.4189], [-0.1953, -2.2067, -0.4857], [-0.0928, -3.9465, -0.8092], [-0.1415, -2.8002, -2.1703], [2.1449, -3.4677, -2.0239], [2.1668, -3.4902, -0.2737], [2.8520, -1.3093, -2.1534], [0.6966, 0.6442, 0.4272], [0.7695, -0.8894, 0.8822], [-0.9770, -4.7339, 1.5386], [-2.0241, -4.1433, 2.8511], [-3.0747, -3.1649, 2.3806], [-2.4598, -1.5831, 1.8377], [-1.3814, -3.7129, 3.6174], [-2.5319, -5.0124, 3.2680], [-3.7446, -2.9648, 3.2173], [-3.6509, -3.5809, 1.5569], [-3.5447, -7.4151, 2.4937], [-3.2154, -8.7502, 1.3585], [-1.9553, -9.5027, 1.7068], [-0.4904, -8.5260, 1.4631], [-3.1618, -8.3238, 0.3598], [-4.0656, -9.4289, 1.4119], [-1.8734, -10.3763, 1.0611], [-1.9694, -9.8276, 2.7447], [-2.3973, 1.7323, -2.6372], [-2.6064, 3.1757, -1.6140], [-1.3012, 3.6552, -1.0291], [-0.6459, 2.5118, 0.1660], [-3.3208, 2.9253, -0.8333], [-3.0258, 3.9591, -2.2448], [-1.4640, 4.6033, -0.5170], [-0.5427, 3.7924, -1.7968], [2.0091, 2.8763, -2.2150], [2.5505, 3.6328, -3.7251], [2.4370, 5.1364, -3.6864], [0.7285, 5.6838, -3.6565], [1.9619, 3.2140, -4.5400], [3.5922, 3.3518, -3.8716], [2.8853, 5.5740, -4.5739], [2.9271, 5.5439, -2.8052], [-6.7902, 2.2727, 0.8127], [-6.7077, 2.0436, 2.5807], [-5.3548, 2.4024, 3.1446], [-4.0884, 1.2661, 2.6334], [-6.9561, 1.0059, 2.7899], [-7.4684, 2.6883, 3.0189], [-5.4015, 2.3651, 4.2326], [-5.0557, 3.4025, 2.8378], [1.3476, -3.2730, 4.9026], [1.8219, -2.6923, 3.2660], [2.2202, -1.2454, 3.2430], [0.8387, -0.1613, 3.5497], [0.9823, -2.8772, 2.6008], [2.6631, -3.3038, 2.9456], [2.5897, -1.0035, 2.2418], [2.9893, -1.0097, 3.9748], [4.9239, 4.8224, -6.0378], [4.4338, 4.9279, -7.7498], [3.6054, 3.7417, -8.1762], [4.5600, 2.2388, -8.2148], [5.3375, 5.0171, -8.3476], [3.8478, 5.8398, -7.8571], [3.2282, 3.9092, -9.1839], [2.7650, 3.5843, -7.5039], [2.8360, 5.5177, 5.0016], [2.0395, 4.5665, 3.7087], [1.8987, 3.1097, 4.0615], [3.4631, 2.2680, 4.1076], [2.6220, 4.6950, 2.8002], [1.0521, 5.0010, 3.5637], [1.3050, 2.6107, 3.2961], [1.4174, 2.9745, 5.0272]],
  "forces_ev_per_angstrom": [[0.3, -0.2, 0.0], [0.3, -0.1, 0.4], [-2.0, -0.3, -1.6], [0.9, 0.0, 0.4], [1.6, 0.9, 0.5], [-1.0, -0.6, -0.1], [0.1, -0.1, -0.2], [-0.1, 0.2, -0.2], [0.0, 0.1, 0.3], [0.0, 0.1, 0.2], [-0.2, 0.1, -0.1], [0.0, -0.2, 0.1], [0.2, -0.2, 0.0], [0.0, 0.0, 0.0], [-0.1, 0.0, 0.1], [0.1, 0.1, 0.1], [-0.2, 0.0, 0.0], [0.3, -0.2, 0.0], [0.0, 0.1, -0.1], [0.0, 0.0, 0.0], [0.0, 0.0, 0.0], [0.0, 0.0, 0.0], [0.0, -0.1, 0.0], [0.0, 0.0, -0.1], [0.0, 0.0, 0.0], [0.0, 0.0, 0.0], [0.0, 0.0, 0.0], [0.0, 0.0, 0.0], [0.0, 0.0, 0.0], [0.0, 0.0, 0.0], [0.0, 0.0, 0.0], [0.0, 0.1, 0.0], [0.0, 0.1, -0.1], [-0.2, 0.2, 0.1], [0.0, 0.0, 0.0], [0.0, 0.0, 0.0], [0.0, 0.0, 0.0], [0.0, -0.1, 0.0], [0.0, -0.1, 0.0], [0.0, 0.0, 0.1], [0.1, 0.0, 0.0], [0.0, 0.0, 0.0], [0.0, 0.0, 0.0], [0.0, 0.0, 0.0], [-0.1, 0.0, 0.0], [-0.1, 0.0, 0.0], [0.0, 0.0, 0.0], [0.0, 0.0, 0.1], [0.0, 0.0, 0.0], [-0.1, 0.0, 0.0], [0.0, 0.0, 0.0], [0.0, 0.0, 0.0], [0.0, 0.0, 0.0], [0.0, 0.0, 0.0], [-0.1, 0.0, 0.0], [0.1, 0.1, -0.2], [0.3, 0.0, -0.2], [-0.3, 0.0, 0.3], [0.0, 0.0, 0.0], [0.0, 0.0, 0.0], [-0.1, 0.1, 0.0], [-0.1, 0.0, 0.1], [0.2, 0.0, -0.2], [0.0, 0.1, 0.0], [0.0, 0.0, 0.0], [0.0, 0.0, 0.0], [0.0, 0.0, 0.0], [0.0, 0.0, 0.0], [0.0, 0.0, 0.0], [0.0, 0.0, 0.0], [0.0, 0.0, 0.0], [0.0, 0.0, -0.1], [-0.1, -0.1, -0.1], [0.1, 0.0, 0.1], [0.0, 0.0, 0.0], [0.0, 0.0, 0.0], [0.0, 0.0, 0.0], [0.0, 0.0, 0.0]],
  "energy_ha": -8680.72255,
  "orbital_gap_ev": 4.1,
  "spin_multiplicity": 1,
  "total_charge": -1,
  "homo_ev": -2.21,
  "fmax_ev_per_a": 2.52
}